Record 1
A gas-phase ion, C18H20N (charge +1). Source: the Open Molecules 2025 dataset; level of theory: ωB97M-V/def2-TZVPD.

Geometry as ORCA input:
```
! RIJCOSX wB97M-V def2-TZVPD def2/J DEFGRID3
* xyz 1 1
C -0.895 0.019 3.368
C -0.483 -0.888 2.129
C -0.189 -2.285 2.722
C -1.598 -0.935 1.117
C -1.720 -2.040 0.205
C -2.592 -2.024 -0.887
C -3.490 -0.959 -1.032
C -3.551 0.055 -0.070
C -2.682 0.016 1.029
H -1.073 1.051 3.025
H -1.825 -0.319 3.937
H -0.055 0.023 4.069
H -0.095 -3.073 1.960
H 0.768 -2.224 3.271
H -0.963 -2.664 3.466
H -1.009 -2.877 0.293
H -2.528 -2.820 -1.634
H -4.188 -0.953 -1.888
H -4.243 0.891 -0.198
H -2.777 0.818 1.781
C 4.619 -0.201 2.829
N 3.400 -0.236 2.054
C 2.183 0.308 2.485
C 1.068 -0.165 1.581
C 1.895 -0.524 0.350
C 3.228 -0.705 0.788
C 4.249 -1.279 -0.056
C 3.905 -1.622 -1.346
C 2.593 -1.370 -1.784
C 1.607 -0.776 -0.981
H 5.427 -0.765 2.295
H 5.017 0.794 3.032
H 4.452 -0.699 3.815
H 2.169 0.854 3.422
H 0.303 0.701 1.358
H 5.244 -1.519 0.382
H 4.603 -2.102 -1.980
H 2.354 -1.606 -2.849
H 0.628 -0.521 -1.366
*
```

Computed properties:
**Relative energy (zero: lowest compared OMol25 entry of this formula, charge and spin)**: 3.605 eV
**E_LUMO**: -4.9 eV

For reference, the natural (NBO) charges in units of e are: -0.64 0.11 -0.63 -0.14 -0.17 -0.22 -0.18 -0.23 -0.12 0.21 0.26 0.21 0.22 0.21 0.25 0.21 0.23 0.23 0.23 0.21 -0.43 -0.26 0.22 -0.39 0.05 0.09 -0.19 -0.20 -0.17 -0.22 0.24 0.25 0.24 0.24 0.33 0.23 0.24 0.24 0.24

***

Record 2
A molecular structure, C18H20N2O2S2. Source: the Open Molecules 2025 dataset; level of theory: ωB97M-V/def2-TZVPD.

Geometry as ORCA input:
```
! RIJCOSX wB97M-V def2-TZVPD def2/J DEFGRID3
* xyz 0 1
C -0.362 -4.917 -0.573
H -0.975 -4.469 0.015
H -0.780 -5.324 -1.492
H 0.272 -5.660 -0.157
S 0.652 -3.822 -1.582
C 1.469 -3.122 0.090
C 0.570 -2.301 1.113
C 0.192 -0.863 0.144
N 1.244 0.077 -0.045
C 1.294 0.921 -0.966
O 0.301 1.250 -1.762
C 2.348 1.906 -0.898
C 2.947 2.666 -1.693
C 4.102 3.582 -1.136
C 4.728 3.094 -0.141
C 4.191 2.039 0.900
C 3.146 1.263 0.424
C 2.329 0.233 1.078
H 3.110 -0.489 1.046
H 1.934 0.596 2.100
H 4.732 1.775 1.586
H 5.520 3.724 0.440
H 4.471 4.421 -1.708
H 2.337 3.184 -2.304
H -0.189 -0.949 -0.972
C -0.816 -0.168 1.070
O -1.137 -0.655 2.234
N -1.490 0.926 0.345
H -1.328 0.897 -0.474
C -2.578 1.511 0.996
C -3.884 1.377 0.162
C -4.496 0.030 -0.158
C -5.648 0.189 -0.726
C -6.036 1.303 -1.060
S -4.883 2.484 -0.445
H -6.833 1.998 -1.524
H -6.247 -0.695 -1.200
H -4.032 -0.853 0.562
H -2.709 1.315 1.999
H -2.490 2.744 0.948
H 1.279 -2.022 2.028
H -0.378 -2.647 1.478
H 1.814 -3.946 0.601
H 2.309 -2.604 -0.342
*
```

Computed properties:
**Relative energy (zero: lowest compared OMol25 entry of this formula, charge and spin)**: 14.065 eV
**E_LUMO**: 0.4 eV

For reference, the natural (NBO) charges in units of e are: -0.70 0.19 0.22 0.21 0.13 -0.47 -0.39 -0.16 -0.39 0.61 -0.70 -0.04 -0.17 -0.21 -0.19 -0.18 0.00 -0.28 0.24 0.25 0.17 0.20 0.23 0.22 0.29 0.66 -0.63 -0.56 0.38 -0.22 -0.30 -0.26 -0.30 -0.40 0.50 0.26 0.23 0.24 0.24 0.17 0.23 0.25 0.20 0.21

***

Record 3
A molecular structure, C18H20N2O3. Source: the Open Molecules 2025 dataset; level of theory: ωB97M-V/def2-TZVPD.

Geometry as ORCA input:
```
! RIJCOSX wB97M-V def2-TZVPD def2/J DEFGRID3
* xyz 0 1
C 7.693 1.066 0.394
H 8.275 2.028 0.413
O 6.421 1.415 0.238
C 5.460 0.219 0.103
C 5.807 -1.252 -0.121
C 4.753 -2.147 -0.051
C 3.386 -1.853 0.028
C 3.049 -0.369 -0.162
C 3.991 0.629 -0.001
O 3.728 1.866 0.180
H 4.443 2.628 0.296
C 1.564 0.069 -0.177
N 0.786 -1.098 -0.291
C -0.553 -0.527 -0.246
C -1.085 0.487 -1.086
C -2.500 0.670 -0.962
C -3.319 -0.348 -0.470
C -2.887 -1.362 0.226
C -1.390 -1.419 0.179
H -1.149 -2.346 0.883
H -3.564 -2.025 0.514
N -4.825 0.133 -0.543
C -5.708 -0.829 -0.291
H -5.363 -1.899 -0.285
C -6.217 -0.541 0.844
H -7.152 -1.091 1.180
O -6.192 0.480 1.413
C -6.380 1.648 0.263
C -5.312 1.354 -0.578
H -4.412 2.034 -0.293
H -5.553 1.795 -1.746
H -7.393 1.193 -0.328
H -6.475 2.544 0.700
H -5.591 -1.322 1.800
H -6.563 -0.902 -1.054
H -2.740 1.751 -1.621
H -0.359 1.201 -1.596
H 1.453 1.062 0.284
H 2.689 -2.429 -0.225
H 4.999 -2.964 -0.084
H 6.902 -1.432 0.218
H 7.765 0.508 1.404
H 7.892 0.548 -0.584
*
```

Computed properties:
**Relative energy (zero: lowest compared OMol25 entry of this formula, charge and spin)**: 20.066 eV
**E_LUMO**: -0.3 eV

For reference, the natural (NBO) charges in units of e are: -0.25 0.19 -0.55 0.26 -0.28 -0.19 -0.13 -0.14 0.29 -0.69 0.54 0.06 -0.36 0.01 -0.20 -0.23 0.17 -0.24 -0.15 0.22 0.22 -0.45 -0.29 0.24 0.05 0.14 -0.50 -0.08 -0.22 0.21 0.13 0.17 0.21 0.04 0.16 0.24 0.22 0.22 0.20 0.16 0.23 0.17 0.18